No. 1
# C52H45N2OP3S2W

C52H45N2OP3S2W as an isolated structure (ωB97M-V/def2-TZVPD, the OMol25 dataset).

Results
Max |F|, eV/Å: 0.9
Net charge: +2
Energy above the lowest of the compared OMol25 structures with the same formula, charge and spin, eV: 1.6797
Frontier orbital gap, eV: 6.804
HOMO level, Eh: -0.4803
Multiplicity: 1
E_LUMO, eV: -6.26

Positions of all 106 atoms, in Å:
W1 0.3649 0.4272 -0.3008
S1 2.4599 -0.9936 -0.2483
P1 1.5437 -1.4781 1.5005
C1 0.0790 -0.4481 1.4974
P2 0.1502 1.1059 2.3655
S2 1.4025 2.1492 1.0938
C2 0.8356 1.2215 4.0204
C3 2.0474 1.8422 4.2924
C4 2.4254 2.0428 5.6120
C5 1.6075 1.6116 6.6448
C6 0.4029 0.9745 6.3706
C7 0.0086 0.7855 5.0590
C8 -1.4858 1.8033 2.5366
C9 -1.5859 3.1199 2.9895
C10 -2.8329 3.6912 3.1632
C11 -3.9789 2.9438 2.9102
C12 -3.8772 1.6273 2.4875
C13 -2.6286 1.0550 2.2931
C14 0.9999 -3.1789 1.5285
C15 1.9702 -4.1765 1.4181
C16 1.5933 -5.5050 1.4832
C17 0.2550 -5.8378 1.6754
C18 -0.7043 -4.8459 1.7997
C19 -0.3347 -3.5103 1.7218
C20 2.6910 -1.3278 2.8675
C21 3.9630 -0.8022 2.6656
C22 4.8942 -0.8406 3.6947
C23 4.5502 -1.4002 4.9136
C24 3.2755 -1.9196 5.1186
C25 2.3458 -1.8906 4.0983
H1 2.6850 2.1845 3.4889
H2 3.3595 2.5417 5.8315
H3 1.9050 1.7775 7.6718
H4 -0.2369 0.6483 7.1790
H5 -0.9521 0.3298 4.8476
H6 -0.6946 3.6986 3.2069
H7 -2.9137 4.7132 3.5071
H8 -4.9538 3.3890 3.0558
H9 -4.7709 1.0449 2.3085
H10 -2.5412 0.0274 1.9625
H11 3.0159 -3.9189 1.2908
H12 2.3407 -6.2827 1.4036
H13 -0.0348 -6.8781 1.7401
H14 -1.7406 -5.1103 1.9589
H15 -1.0819 -2.7329 1.8163
H16 4.2329 -0.3844 1.7046
H17 5.8903 -0.4509 3.5362
H18 5.2802 -1.4416 5.7114
H19 3.0196 -2.3636 6.0708
H20 1.3706 -2.3407 4.2452
O1 -0.4623 -3.9613 -1.4192
N1 0.3268 -3.0138 -2.0163
C26 1.2864 -3.4144 -2.7373
C27 2.1021 -2.4637 -3.4963
C28 3.1665 -3.0056 -4.2099
C29 3.9572 -2.2228 -5.0354
C30 3.6644 -0.8784 -5.1706
C31 2.6027 -0.3228 -4.4682
C32 1.8149 -1.0891 -3.6098
P3 0.3624 -0.3296 -2.7959
C33 0.5079 1.4289 -3.1870
C34 -0.4357 2.1853 -3.8750
C35 -0.2136 3.5422 -4.0664
C36 0.9339 4.1496 -3.5725
C37 1.8625 3.4090 -2.8554
C38 1.6444 2.0536 -2.6521
C39 -1.1002 -1.0364 -3.5666
C40 -2.0131 -1.8080 -2.8625
C41 -3.0755 -2.4000 -3.5265
C42 -3.2237 -2.2267 -4.8957
C43 -2.3001 -1.4746 -5.6101
C44 -1.2321 -0.8895 -4.9500
H21 -0.1456 -4.8457 -1.6687
H22 1.5196 -4.4756 -2.8461
H23 3.3705 -4.0651 -4.1214
H24 4.7780 -2.6676 -5.5803
H25 4.2476 -0.2517 -5.8310
H26 2.3946 0.7227 -4.6252
H27 -1.3372 1.7263 -4.2577
H28 -0.9377 4.1285 -4.6160
H29 1.1024 5.2036 -3.7465
H30 2.7555 3.8792 -2.4662
H31 2.4214 1.4650 -2.1603
H32 -1.8751 -2.0008 -1.8058
H33 -3.7786 -3.0116 -2.9773
H34 -4.0505 -2.6944 -5.4130
H35 -2.4031 -1.3555 -6.6798
H36 -0.4958 -0.3304 -5.5165
C45 -0.8984 4.2134 -0.4445
C46 -2.1610 3.4831 -0.7798
C47 -3.2983 4.2120 -1.0922
C48 -4.5126 3.5863 -1.3299
C49 -4.6152 2.2125 -1.2234
C50 -3.5067 1.4324 -0.9142
C51 -3.7094 -0.0387 -0.7294
C52 -2.2710 2.0785 -0.7378
N2 -1.1297 1.3087 -0.5103
H37 -0.9674 5.2492 -0.7722
H38 -0.0215 3.7652 -0.9005
H39 -0.7381 4.2118 0.6344
H40 -3.2294 5.2911 -1.1377
H41 -5.3852 4.1765 -1.5759
H42 -5.5726 1.7275 -1.3678
H43 -4.5226 -0.2069 -0.0213
H44 -2.8256 -0.5441 -0.3499
H45 -3.9941 -0.5136 -1.6669

No. 2
# C52H46AlGeNO4P2S

C52H46AlGeNO4P2S as an isolated structure at a distorted geometry (ωB97M-V/def2-TZVPD, the OMol25 dataset).

Results
Max |F|, eV/Å: 2.9
Net charge: 0
Frontier orbital gap, eV: 5.491
HOMO level, Eh: -0.2083
Multiplicity: 1
E_LUMO, eV: -0.18

Positions of all 108 atoms, in Å:
Al1 -0.2057 0.6344 -0.1681
O1 0.8361 1.0122 2.3509
S1 0.1753 -0.2866 2.1323
C1 1.2757 -1.3340 3.1068
C2 0.8918 -2.0324 4.2258
C3 1.8198 -2.5956 5.1184
C4 3.1500 -2.4065 4.8689
C5 4.3749 -2.7427 5.6695
C6 5.5656 -2.3478 4.7631
C7 4.9402 -1.7218 3.5509
C8 5.4750 -1.1737 2.4173
C9 4.6001 -0.6600 1.4512
C10 3.2218 -0.6596 1.5786
P1 2.2591 -0.0061 0.1530
C11 2.8922 -1.1032 -1.1603
C12 3.1068 -2.4532 -0.9015
C13 3.5015 -3.3031 -1.9192
C14 3.6973 -2.8113 -3.1996
C15 3.4693 -1.4710 -3.4667
C16 3.0497 -0.6254 -2.4576
C17 3.0581 1.5923 -0.2093
C18 4.2730 1.7544 -0.8700
C19 4.7647 3.0244 -1.1103
C20 4.0570 4.1419 -0.6976
C21 2.8452 3.9862 -0.0456
C22 2.3452 2.7188 0.1899
C23 2.6412 -1.2374 2.7381
C24 3.5427 -1.7661 3.6785
C25 -1.2692 -0.3813 3.1651
C26 -1.3708 0.3052 4.3518
C27 -2.4853 0.1683 5.1922
C28 -3.4599 -0.7241 4.8306
C29 -4.7573 -1.1089 5.4814
C30 -5.3442 -2.2271 4.5863
C31 -4.4317 -2.2856 3.3970
C32 -4.4788 -2.9974 2.2287
C33 -3.4788 -2.7778 1.2716
C34 -2.4097 -1.9129 1.4567
P2 -1.3639 -1.5701 -0.0060
C35 -0.4540 -3.1450 -0.1924
C36 -0.2551 -4.0352 0.8557
C37 0.4212 -5.2219 0.6328
C38 0.8876 -5.5296 -0.6337
C39 0.7263 -4.6244 -1.6707
C40 0.0794 -3.4258 -1.4485
C41 -2.5554 -1.7080 -1.3788
C42 -2.8662 -2.8799 -2.0619
C43 -3.8021 -2.8549 -3.0806
C44 -4.4299 -1.6702 -3.4319
C45 -4.1158 -0.5008 -2.7586
C46 -3.1855 -0.5225 -1.7369
C47 -2.2949 -1.2347 2.7014
C48 -3.3491 -1.4163 3.6117
H1 -0.1572 -2.1263 4.4609
H2 1.4689 -3.1176 5.9963
H3 4.4017 -3.7975 5.9468
H4 4.3795 -2.1616 6.5939
H5 6.1480 -3.2251 4.4808
H6 6.2423 -1.6448 5.2527
H7 6.5399 -1.1412 2.2454
H8 5.0374 -0.2310 0.5634
H9 2.9657 -2.8358 0.1010
H10 3.6487 -4.3529 -1.7097
H11 4.0181 -3.4727 -3.9912
H12 3.6127 -1.0796 -4.4634
H13 2.8511 0.4149 -2.6716
H14 4.8265 0.8964 -1.2256
H15 5.7054 3.1368 -1.6298
H16 4.4490 5.1293 -0.8947
H17 2.2844 4.8505 0.2765
H18 1.3896 2.5819 0.6848
H19 -0.5672 0.9720 4.6251
H20 -2.5477 0.7458 6.1016
H21 -5.4217 -0.2437 5.4998
H22 -4.6155 -1.4353 6.5119
H23 -6.3734 -2.0186 4.2921
H24 -5.3417 -3.1875 5.1049
H25 -5.2787 -3.6893 2.0108
H26 -3.5562 -3.3059 0.3322
H27 -0.6467 -3.8050 1.8374
H28 0.5662 -5.9167 1.4464
H29 1.3760 -6.4761 -0.8135
H30 1.0981 -4.8542 -2.6570
H31 -0.0455 -2.7065 -2.2469
H32 -2.3744 -3.8092 -1.8056
H33 -4.0408 -3.7726 -3.5999
H34 -5.1554 -1.6584 -4.2327
H35 -4.5944 0.4297 -3.0293
H36 -2.9277 0.3738 -1.1849
O2 -0.3392 -0.4366 -3.5464
N1 0.0699 0.6070 -3.1223
O3 0.2897 1.5973 -3.7556
O4 0.2952 0.6633 -1.8217
C49 -4.4766 3.2134 0.5438
Ge1 -2.5353 3.1482 0.0285
C50 -1.7536 4.7796 0.9072
C51 -2.4317 3.3514 -1.9435
C52 -1.7261 1.4612 0.6148
H37 -4.9030 4.1820 0.2967
H38 -4.5940 3.0624 1.6135
H39 -5.0578 2.4513 0.0330
H40 -2.4500 5.6113 0.8327
H41 -0.8171 5.0724 0.4422
H42 -1.5607 4.5945 1.9611
H43 -2.9552 4.2402 -2.2823
H44 -2.8764 2.4881 -2.4291
H45 -1.3973 3.4186 -2.2660
H46 -1.7478 1.4750 1.7098

No. 3
# C52H46BrCsI2N5OPSe

C52H46BrCsI2N5OPSe as an isolated structure (ωB97M-V/def2-TZVPD, the OMol25 dataset).

Results
Max |F|, eV/Å: 0.7
Net charge: -2
Energy above the lowest of the compared OMol25 structures with the same formula, charge and spin, eV: 1.0592
Frontier orbital gap, eV: 4.686
HOMO level, Eh: -0.0525
Multiplicity: 1
E_LUMO, eV: 3.26

Positions of all 110 atoms, in Å:
Cs1 0.0511 0.8339 -0.2205
I1 -3.2650 9.0130 0.2571
C1 -2.5267 7.0428 0.2502
C2 -2.8597 6.1868 1.2864
C3 -2.3740 4.8931 1.2555
I2 -2.7979 3.5772 2.8329
C4 -1.5634 4.3750 0.2073
O1 -1.1779 3.1713 0.1329
C5 -1.2049 5.3299 -0.8022
C6 -0.1928 4.8905 -1.8396
N1 -0.4695 3.6730 -2.5904
C7 -1.7180 3.7033 -3.3199
C8 -1.9405 2.3921 -4.0352
C9 -2.7178 2.3253 -5.1876
C10 -2.9003 1.0979 -5.8019
C11 -2.2975 -0.0221 -5.2521
C12 -1.5459 0.1345 -4.0960
N2 -1.3763 1.3126 -3.4970
C13 -1.6924 6.6189 -0.7804
H1 -3.4889 6.5157 2.1019
H2 0.7602 4.7218 -1.3272
H3 -0.0341 5.7088 -2.5517
H4 -0.5429 2.9011 -1.9348
H5 -1.6936 4.5166 -4.0534
H6 -2.5889 3.8889 -2.6661
H7 -3.1612 3.2261 -5.5948
H8 -3.4967 1.0194 -6.7039
H9 -2.4048 -1.0019 -5.6985
H10 -1.0661 -0.7098 -3.5991
H11 -1.4078 7.3073 -1.5689
Br1 3.0551 2.6529 1.2383
C14 2.4408 2.3999 3.0354
C15 2.5893 3.4984 3.8322
C16 1.9458 3.5617 5.0838
C17 1.0944 2.5641 5.4441
C18 0.9147 1.4204 4.6268
C19 -0.0653 0.4623 4.9731
C20 -0.2875 -0.6174 4.1680
C21 0.5553 -0.8419 3.0696
C22 1.5843 0.0043 2.7355
C23 1.6873 1.2505 3.4364
H12 3.1461 4.3490 3.4653
H13 2.0761 4.4358 5.7091
H14 0.5121 2.6354 6.3555
H15 -0.6544 0.6274 5.8680
H16 -1.0804 -1.3213 4.3919
H17 0.4466 -1.7446 2.4810
C24 -3.6142 -5.0406 3.1305
C25 -4.4275 -4.2593 2.3207
C26 -3.8660 -3.3891 1.3960
C27 -2.4829 -3.2773 1.2698
C28 -1.6759 -4.0622 2.0974
C29 -2.2337 -4.9416 3.0129
P1 -1.5934 -2.1845 0.0774
C30 -2.9393 -1.0437 -0.4410
C31 -3.4684 -1.0103 -1.7275
C32 -4.3790 -0.0273 -2.0930
C33 -4.7827 0.9305 -1.1736
C34 -4.2738 0.9000 0.1184
C35 -3.3560 -0.0743 0.4762
C36 -1.3245 -3.2499 -1.3700
C37 -1.7848 -4.5601 -1.4984
C38 -1.4664 -5.2728 -2.6466
C39 -0.7216 -4.6498 -3.6428
C40 -0.3091 -3.3288 -3.4877
C41 -0.5582 -2.5641 -2.3313
H18 -4.0540 -5.7209 3.8504
H19 -5.5058 -4.3303 2.4071
H20 -4.5090 -2.7872 0.7642
H21 -0.5955 -3.9800 2.0108
H22 -1.5900 -5.5447 3.6424
H23 -3.1383 -1.7431 -2.4526
H24 -4.7512 0.0049 -3.1108
H25 -5.4737 1.7118 -1.4668
H26 -4.5626 1.6553 0.8385
H27 -2.9389 -0.0704 1.4801
H28 -2.3808 -5.0249 -0.7181
H29 -1.8005 -6.2984 -2.7662
H30 -0.4643 -5.2037 -4.5429
H31 0.2635 -2.8865 -4.3066
C42 3.1810 -1.6347 -2.5906
N3 4.2508 -1.0737 -1.7824
C43 4.6355 -1.5873 -0.5610
C44 5.5844 -0.7729 -0.0655
N4 5.7981 0.2166 -1.0100
C45 6.7059 1.3289 -0.8614
C46 4.9817 0.0288 -2.0746
Se1 4.9536 1.0682 -3.5981
H32 3.3283 -2.7121 -2.6601
H33 3.2346 -1.1912 -3.5815
H34 2.1973 -1.4432 -2.1502
H35 4.1728 -2.4584 -0.1296
H36 6.0982 -0.7918 0.8779
H37 7.5032 1.0418 -0.1770
H38 6.1863 2.2039 -0.4667
H39 7.1162 1.5786 -1.8377
C47 4.1955 -3.8404 3.2273
C48 3.3694 -2.8827 2.4099
C49 3.4911 -1.5479 2.5767
C50 2.6362 -0.5804 1.7692
N5 1.9969 -1.1787 0.5962
C51 1.9171 -2.4885 0.5312
C52 2.5036 -3.4084 1.4001
H40 4.7218 -3.3264 4.0336
H41 4.9341 -4.3446 2.5969
H42 3.5626 -4.6167 3.6659
H43 4.1841 -1.1306 3.3030
H44 3.2823 0.2215 1.4231
H45 1.3626 -2.8602 -0.3330
H46 2.4071 -4.4739 1.2343

No. 4
# C52H46GaN10O2S

C52H46GaN10O2S as an isolated structure at a distorted geometry (ωB97M-V/def2-TZVPD, the OMol25 dataset).

Results
Max |F|, eV/Å: 1.1
Net charge: +1
Energy above the lowest of the compared OMol25 structures with the same formula, charge and spin, eV: 0.0791
Frontier orbital gap, eV: 7.027
HOMO level, Eh: -0.3414
Multiplicity: 1
E_LUMO, eV: -2.26

Positions of all 112 atoms, in Å:
Ga1 -0.6397 0.4038 0.9338
C1 4.2122 -2.1559 4.8442
C2 3.5007 -1.3121 3.8249
C3 3.9589 -1.2129 2.5123
C4 3.2536 -0.5111 1.5562
C5 2.0629 0.1565 1.8600
N1 1.2766 0.7631 0.8777
C6 1.8910 1.4570 -0.1554
C7 2.9801 2.3139 0.0819
C8 3.5187 3.1070 -0.9076
C9 2.9826 3.1214 -2.1980
C10 3.5200 4.0461 -3.2550
C11 1.9257 2.2708 -2.4547
C12 1.4125 1.4253 -1.4712
N2 0.4140 0.4904 -1.8869
C13 0.3329 -0.0992 -3.0955
C14 -0.7676 -0.9273 -3.0954
C15 -1.3112 -0.7928 -1.8197
N3 -0.5968 0.0690 -1.1016
C16 1.6466 0.1063 3.1955
C17 2.3326 -0.6419 4.1457
N4 0.4997 0.8399 3.6414
C18 0.3261 1.3947 4.8543
C19 -0.9497 1.9151 4.9071
C20 -1.5009 1.6278 3.6603
N5 -0.6184 0.9805 2.9055
H1 5.2335 -2.3692 4.5309
H2 3.6979 -3.1100 4.9713
H3 4.2501 -1.6616 5.8154
H4 4.8651 -1.7324 2.2245
H5 3.6112 -0.4892 0.5330
H6 3.3921 2.3409 1.0833
H7 4.3592 3.7500 -0.6719
H8 4.6073 3.9877 -3.3127
H9 3.2602 5.0842 -3.0369
H10 3.1162 3.8019 -4.2368
H11 1.4710 2.2675 -3.4385
H12 1.0816 0.0757 -3.8480
H13 -1.1018 -1.5645 -3.8943
H14 -2.1544 -1.2928 -1.3708
H15 1.9251 -0.7253 5.1462
H16 1.1195 1.3886 5.5809
H17 -1.4103 2.4297 5.7311
H18 -2.4747 1.8661 3.2651
S1 -7.1940 -0.4301 1.1919
C21 -5.4818 -0.0930 1.0753
C22 -4.9137 0.8979 0.2759
C23 -3.5459 1.0568 0.2844
N6 -2.7210 0.2977 1.0164
C24 -3.2654 -0.6549 1.7973
C25 -4.6229 -0.8713 1.8542
C26 -7.8827 0.7528 0.0553
C27 -8.0295 0.4365 -1.2872
C28 -8.5794 1.3951 -2.1274
N7 -8.9759 2.5947 -1.7123
C29 -8.8440 2.8768 -0.4202
C30 -8.3051 1.9934 0.5065
H19 -5.5183 1.5454 -0.3417
H20 -3.0871 1.8330 -0.3059
H21 -2.5720 -1.2324 2.3991
H22 -5.0078 -1.6456 2.5043
H23 -7.7281 -0.5295 -1.6689
H24 -8.7084 1.1851 -3.1830
H25 -9.1848 3.8563 -0.1048
H26 -8.2196 2.2667 1.5494
N8 0.0907 4.6186 0.5163
C31 -0.2100 3.4581 1.1251
N9 -0.8499 2.6191 0.3472
C32 -0.9584 3.2737 -0.8872
C33 -1.4914 2.8609 -2.1117
C34 -1.4039 3.7324 -3.1781
C35 -0.8041 4.9950 -3.0549
C36 -0.2732 5.4195 -1.8555
C37 -0.3626 4.5348 -0.7874
H27 0.6012 5.3790 0.9307
H28 0.0800 3.2530 2.1437
H29 -1.9378 1.8852 -2.2415
H30 -1.8071 3.4341 -4.1369
H31 -0.7579 5.6454 -3.9178
H32 0.1948 6.3897 -1.7539
C38 2.9310 -4.7639 -4.3952
C39 2.8616 -3.5748 -3.4756
C40 3.4899 -2.3875 -3.8341
C41 3.4251 -1.2722 -3.0132
C42 2.7489 -1.3513 -1.8096
C43 2.1151 -2.5324 -1.4329
N10 1.3966 -2.5432 -0.2151
C44 1.7124 -3.2781 0.9046
C45 2.8219 -4.1377 0.9234
C46 3.1211 -4.8894 2.0417
C47 2.3354 -4.8095 3.1893
C48 1.2634 -3.9408 3.1919
C49 0.9359 -3.1697 2.0751
C50 -0.1879 -2.2086 2.2148
O1 -0.8231 -2.0896 3.2570
O2 -0.4353 -1.4970 1.1272
C51 2.1439 -3.6515 -2.2739
C52 1.3975 -4.9089 -1.9245
H33 3.6914 -4.6165 -5.1603
H34 1.9762 -4.9279 -4.9011
H35 3.1669 -5.6799 -3.8525
H36 4.0393 -2.3413 -4.7666
H37 3.9215 -0.3535 -3.2995
H38 2.7095 -0.4972 -1.1396
H39 0.7493 -1.7885 -0.0447
H40 3.4554 -4.1972 0.0490
H41 3.9832 -5.5449 2.0187
H42 2.5636 -5.4090 4.0603
H43 0.6398 -3.8284 4.0687
H44 2.0744 -5.6991 -1.5894
H45 0.8620 -5.2916 -2.7941
H46 0.6794 -4.7312 -1.1277